Entry 1:
C2H15N2O4 | wB97M-V/def2-TZVPD

```
23
Properties=species:S:1:pos:R:3
O 3.40706 -2.16760 0.38379
O -1.54874 -0.07876 2.14461
O -3.38001 0.63546 0.25978
O -0.79195 -0.15520 -3.14639
N 2.54724 0.94270 0.72009
N -0.85480 0.08958 -0.37021
C 0.55282 0.45246 -0.40603
C 1.19257 0.70315 0.73832
H 2.55326 -2.61848 0.55977
H 0.76373 0.55737 1.73404
H 3.02472 1.43121 -0.00947
H -0.96609 -0.91662 -0.54569
H -1.41298 0.50113 -1.17883
H -1.00744 -0.95434 -3.64097
H -4.09988 0.60328 -0.39114
H -1.41676 0.45082 0.45130
H -3.42709 1.53106 0.67618
H 2.91493 1.13887 1.64274
H -1.43359 0.48672 -3.46978
H -1.26170 -0.61578 2.91158
H 3.31608 -1.85474 -0.51997
H -2.42135 -0.44972 1.96157
H 0.91775 0.77877 -1.36840
```

Molecular weight in Da: 131.2
Energy relative to the best compared isomer or geometry (same formula, charge and spin) in eV: 1.744
Total energy in Ha: -495.4081
Total charge: +1
Multiplicity: 1
HOMO energy in eV: -12.0

Here are the Mulliken charges for atoms 1 to 4, given in e: -0.62, -0.66, -0.66, -0.64

=====

Entry 2:
C8H30O11 | wB97M-V/def2-TZVPD

```
49
Properties=species:S:1:pos:R:3
O -2.32476 -3.57577 2.42478
O -2.62008 1.00118 -2.52845
O -1.55447 0.17164 -0.18994
O 2.62178 -1.47006 -0.70177
O -5.16961 -1.36791 -2.34291
O -0.57817 -2.47577 -0.42062
O 1.10870 1.87102 1.56706
O 4.43358 0.10678 1.04940
O 4.82847 0.78508 3.64998
O 0.81597 0.45292 -3.23927
O 2.25521 3.34681 -0.57588
C 4.49745 1.48204 1.30237
C -1.75842 -2.54562 1.66717
C -1.59716 -3.25131 0.25271
C 0.22903 0.81895 1.08683
C -3.84351 0.37933 -2.78872
C -4.17927 -0.69019 -1.69266
C 4.04608 1.50203 2.76669
C -0.89366 1.28782 0.11695
H 3.73399 1.97317 0.71334
H 2.62193 2.66397 -1.13543
H 4.08158 2.54498 3.13173
H -3.44090 -1.39721 -1.35294
H 4.81732 1.33594 4.43018
H -1.60365 -4.32739 0.13560
H -2.34071 -1.65564 1.66535
H -4.49992 1.17520 -2.96573
H 0.29854 1.01979 -2.65299
H 3.00414 1.22962 3.12889
H -2.50674 -2.94057 -0.28384
H 0.64462 -0.45434 -3.01440
H -5.74272 -0.80122 -2.88875
H 2.95628 -2.25722 -1.08025
H 2.02544 -1.89256 -0.06335
H -3.82221 -0.15221 -3.73957
H 4.62333 -0.17975 1.94107
H -0.30811 0.50627 1.97179
H -1.85902 0.29236 -1.09624
H -1.54087 2.05720 0.50757
H -4.47215 -0.21324 -0.77676
H 5.55238 1.79518 1.24887
H 1.49132 2.38779 0.83304
H -0.43317 1.47026 -0.86606
H 0.83112 0.02287 0.78393
H -0.89970 -1.58838 -0.49653
H -2.65341 1.89668 -2.95113
H -3.15788 -3.75146 2.07071
H 3.03595 3.86100 -0.57629
H -0.75398 -2.45004 1.97447
```

Molecular weight in Da: 302.3
Energy relative to the best compared isomer or geometry (same formula, charge and spin) in eV: 5.518
Total energy in Ha: -1150.2334
SMILES string: OCCO.OCCO.OCCO.OCCO.O.O.O
Multiplicity: 1
HOMO energy in eV: -9.3

Here are the Mulliken charges for atoms 1 to 4, given in e: -0.58, -0.47, -0.38, -0.56

=====

Entry 3:
CH6Si2 | wB97M-V/def2-TZVPD

```
9
Properties=species:S:1:pos:R:3
Si -1.32591 0.57836 0.02654
Si 1.03662 0.61002 0.20792
C 0.00889 -0.98439 0.09249
H 2.52669 0.51962 -1.41907
H -2.59671 0.28859 -0.58701
H 2.12910 1.29039 0.94720
H 0.26242 -1.87464 -0.50538
H -1.77721 1.08744 1.24177
H -0.12315 -1.41485 1.07711
```

Molecular weight in Da: 74.2
Energy relative to the best compared isomer or geometry (same formula, charge and spin) in eV: 3.001
Total energy in Ha: -620.4747
Multiplicity: 1
HOMO energy in eV: -8.9

Here are the Mulliken charges for atoms 1 to 4, given in e: 0.35, 0.13, -0.78, -0.09

=====

Entry 4:
C2H8N2O2 | wB97M-V/def2-TZVPD

```
14
Properties=species:S:1:pos:R:3
O -2.30760 -1.98740 -2.33393
O 0.32162 -2.96990 2.00407
N 1.95772 -1.81685 1.14399
N 0.00000 0.00000 0.00000
C 0.69098 -2.14433 1.21657
C -0.38465 -1.40971 0.32722
H -2.72753 -2.80590 -1.98469
H 2.16932 -0.92857 0.68277
H -1.28537 -1.32241 0.96483
H 2.68831 -2.31074 1.66249
H 0.97535 -0.03677 -0.31626
H 0.00437 0.53725 0.87408
H -0.65883 -2.00872 -0.56242
H -2.51085 -1.29811 -1.66176
```

Molecular weight in Da: 92.1
Energy relative to the best compared isomer or geometry (same formula, charge and spin) in eV: 1.039
Total energy in Ha: -340.9923
SMILES string: NCC(N)=O.O
Multiplicity: 1
HOMO energy in eV: -9.2

Here are the Mulliken charges for atoms 1 to 4, given in e: -0.68, -0.61, -0.32, -0.65

=====

Q: What is the energy relative to the best compared isomer or geometry (same formula, charge and spin) in the second record?
A: 5.518 eV

=====

Repeat the third record exactly.
CH6Si2 | wB97M-V/def2-TZVPD

```
9
Properties=species:S:1:pos:R:3
Si -1.32591 0.57836 0.02654
Si 1.03662 0.61002 0.20792
C 0.00889 -0.98439 0.09249
H 2.52669 0.51962 -1.41907
H -2.59671 0.28859 -0.58701
H 2.12910 1.29039 0.94720
H 0.26242 -1.87464 -0.50538
H -1.77721 1.08744 1.24177
H -0.12315 -1.41485 1.07711
```

Molecular weight in Da: 74.2
Energy relative to the best compared isomer or geometry (same formula, charge and spin) in eV: 3.001
Total energy in Ha: -620.4747
Multiplicity: 1
HOMO energy in eV: -8.9

Here are the Mulliken charges for atoms 1 to 4, given in e: 0.35, 0.13, -0.78, -0.09